[1]
The following is a DFT calculation (wB97M-V/def2-TZVPD) of a structure of composition C33H43Br60ClO4.

XYZ file:
```
141
Properties=species:S:1:pos:R:3
C -0.7431 -0.6510 1.8976
C -0.5619 0.9564 1.7162
C -0.4990 1.4274 0.1901
C -1.8798 1.6970 -0.5489
C -1.4816 1.9514 -2.1120
C -2.8615 2.8255 0.0528
O -2.6761 3.4195 1.3349
C -1.5529 4.2530 1.5820
C -0.7112 4.8640 0.3939
C -3.7313 3.6940 -1.0229
Cl -2.9707 4.9407 -2.0788
O -4.5439 2.7119 -1.7567
C -4.9500 1.5847 -0.9425
O -5.7294 0.6878 -1.2778
C -4.1706 1.8920 0.4111
C -4.0679 0.8230 1.5826
C -5.5200 0.5203 2.2525
O -6.3497 -0.3367 1.4428
H -0.4622 -0.8459 3.0076
H 0.0490 -1.2104 1.2822
H -1.7984 -1.0068 1.6782
H 0.4969 1.1582 2.1452
H -1.2711 1.5422 2.3828
H 0.2659 2.2801 0.1362
H 0.0033 0.5562 -0.3811
H -2.4186 0.6761 -0.5838
H -0.7580 1.0997 -2.4002
H -2.3714 1.8613 -2.8131
H -0.9247 2.9304 -2.2711
H -0.8144 3.6745 2.2599
H -1.8970 5.1372 2.2420
H -1.1445 5.8855 0.0855
H 0.3361 5.1131 0.8104
H -0.5330 4.2013 -0.5113
H -4.5697 4.2810 -0.4903
H -4.8587 2.6979 0.8875
H -3.4210 1.1723 2.4648
H -3.7275 -0.1668 1.1369
H -5.2780 -0.0437 3.2302
H -6.0364 1.4986 2.5276
H -7.0231 0.2406 1.0120
C 0.2072 -3.2485 5.8344
Br -1.6070 -3.1130 5.1623
Br 1.5144 -2.7961 4.4753
Br 0.4564 -2.2071 7.4504
H 0.3711 -4.2907 6.0992
C -0.7651 3.8734 -5.5918
Br -2.4229 2.8876 -5.7902
Br 0.7859 2.7555 -5.9225
Br -0.7450 5.4744 -6.6867
H -0.7092 4.1959 -4.5533
C 2.2873 6.4028 -2.1204
Br 1.5638 5.1026 -3.3614
Br 0.9045 7.1657 -1.0011
Br 3.7392 5.6653 -1.0658
H 2.7039 7.2142 -2.7126
C -2.3227 -7.3555 6.2210
Br -2.5760 -7.3719 4.2988
Br -2.7781 -9.0608 7.0226
Br -0.5335 -6.7868 6.7077
H -3.0126 -6.6179 6.6268
C -8.6998 -3.2704 1.8676
Br -9.4260 -4.5612 0.6154
Br -10.0821 -2.4929 2.9831
Br -7.2595 -4.0227 2.9243
H -8.2723 -2.4606 1.2789
C 6.2371 2.6053 -1.2633
Br 7.9383 2.6772 -0.3371
Br 6.3812 1.6901 -2.9673
Br 4.8445 1.8445 -0.1513
H 5.9481 3.6333 -1.4773
C 6.9391 -1.3488 -0.7577
Br 8.5873 -1.2044 0.2518
Br 7.1966 -2.2456 -2.4632
Br 5.5302 -2.1800 0.2831
H 6.6142 -0.3333 -0.9800
C -2.5682 -0.8051 10.1504
Br -2.8277 -0.8254 8.2294
Br -3.0095 -2.5135 10.9545
Br -0.7806 -0.2233 10.6287
H -3.2616 -0.0723 10.5582
C -4.0521 9.3538 -2.0086
Br -4.7699 8.0603 -3.2617
Br -5.4370 10.1124 -0.8830
Br -2.5977 8.6130 -0.9601
H -3.6368 10.1699 -2.5965
C -5.5290 -12.3991 7.4036
Br -7.0769 -11.4654 6.7024
Br -5.5535 -12.4834 9.3407
Br -5.3258 -14.1556 6.6089
H -4.6518 -11.8191 7.1208
C 2.5706 9.5236 -5.4105
Br 1.8140 8.2140 -6.6240
Br 1.2191 10.3078 -4.2623
Br 4.0493 8.7924 -4.3894
H 2.9754 10.3278 -6.0219
C 2.8669 0.9147 -8.8979
Br 1.0701 0.1892 -8.8273
Br 2.8903 2.7168 -9.6132
Br 3.7543 0.8096 -7.1762
H 3.4348 0.2903 -9.5870
C 2.5215 -3.0063 -6.2796
Br 0.9168 -2.7471 -5.2227
Br 4.1254 -2.6204 -5.2601
Br 2.5825 -4.7726 -7.0777
H 2.4834 -2.2880 -7.0974
C 12.4280 -2.7788 -1.5505
Br 10.6195 -2.6955 -2.2421
Br 13.7402 -2.3234 -2.9039
Br 12.6363 -1.7009 0.0486
H 12.6117 -3.8130 -1.2638
C -14.6007 -3.3484 3.4885
Br -13.6717 -4.5555 4.6886
Br -14.5655 -1.5204 4.1353
Br -13.9322 -3.4824 1.6736
H -15.6433 -3.6592 3.4681
C 9.5268 6.3926 -0.1362
Br 7.6984 6.5322 -0.7661
Br 10.8040 6.7889 -1.5400
Br 9.8292 7.4777 1.4419
H 9.6846 5.3556 0.1549
C -1.3819 -13.5389 5.3867
Br -2.3721 -11.9568 4.8598
Br 0.4718 -13.4512 4.8248
Br -1.5446 -13.8851 7.2872
H -1.8320 -14.3838 4.8689
C 3.0338 -1.4970 -12.7474
Br 1.2365 -2.2194 -12.6699
Br 3.0565 0.3070 -13.4571
Br 3.9271 -1.6047 -11.0290
H 3.5983 -2.1194 -13.4390
C 8.9655 -6.1315 -1.3374
Br 10.8534 -6.4565 -1.6428
Br 7.9424 -7.7785 -1.3394
Br 8.6640 -5.0971 0.2743
H 8.6066 -5.5320 -2.1724
C 3.0281 4.0236 3.2273
Br 4.7485 4.1682 2.3445
Br 2.0779 5.7143 3.2467
Br 1.9547 2.6019 2.4582
H 3.2223 3.7552 4.2640
```

charge = 0
orbital gap = 9.387 eV
HOMO level = -9.969 eV
2S+1 = 1

[2]
The following is a DFT calculation (wB97M-V/def2-TZVPD) of a cluster of 5 separate species, C22H23Br4N3O6 in total.

XYZ file:
```
58
Properties=species:S:1:pos:R:3
Br 1.4894 -6.1069 -24.2092
C 2.8066 -7.6303 -24.1842
C 3.6841 -7.6317 -22.9852
Br 2.5560 -7.6927 -21.2937
H 3.3946 -7.5929 -25.1013
H 2.2277 -8.5539 -24.1816
H 4.3005 -6.7356 -22.9131
H 4.3977 -8.4540 -22.9327
Br 0.6523 -20.7484 -20.0836
C 1.7048 -19.0520 -19.6953
C 0.7077 -18.0798 -19.0358
Br 1.5335 -16.4489 -18.3510
H 2.1149 -18.5631 -20.5789
H 2.4884 -19.2542 -18.9651
H 0.1734 -18.6426 -18.2704
H 0.0188 -17.6247 -19.7475
C 1.4821 -21.2183 -24.1177
C 1.8030 -19.9836 -23.5218
C 1.1205 -18.8011 -23.8598
C -0.0026 -18.7700 -24.7048
C -0.2540 -20.0616 -25.3061
C 0.4150 -21.2609 -24.9729
N -0.8544 -17.6159 -25.0456
O -1.7718 -17.7193 -25.7828
O -0.5152 -16.5455 -24.5537
H 2.0355 -22.0704 -23.7517
H 2.5977 -20.0879 -22.7979
H 1.5308 -17.8584 -23.5292
H -1.0177 -20.1808 -26.0604
H 0.0225 -22.1928 -25.3523
C -0.4082 -11.3427 -21.6763
C 0.9318 -11.3787 -21.7557
C 1.5997 -12.5649 -21.7562
C 0.9215 -13.7594 -21.7752
C -0.5237 -13.6726 -21.7831
C -1.1575 -12.4888 -21.6960
N 1.5380 -15.0539 -22.0009
O 0.9288 -16.0930 -21.6666
O 2.5511 -15.0011 -22.6199
H -0.8564 -10.3611 -21.7209
H 1.4957 -10.4588 -21.7110
H 2.6779 -12.5841 -21.6967
H -1.0391 -14.6146 -21.6672
H -2.2108 -12.5211 -21.4596
C 5.5725 -10.2095 -19.4846
C 6.9631 -9.9111 -19.1753
C 7.8774 -10.2245 -20.1775
C 7.5286 -10.7147 -21.4402
C 6.1775 -10.9537 -21.7243
C 5.1964 -10.7211 -20.7700
N 8.5892 -11.1489 -22.4180
O 9.7916 -10.8481 -22.2882
O 8.1562 -11.8280 -23.3977
H 4.9348 -9.9193 -18.6627
H 7.3723 -9.5162 -18.2572
H 8.9417 -10.2434 -19.9948
H 5.8569 -11.4561 -22.6250
H 4.1594 -10.8702 -21.0325
```

charge = -1
orbital gap (alpha / beta) = 2.284 / 5.849 eV
HOMO level (alpha / beta) = -1.448 / -5.013 eV
2S+1 = 2

no.,total energy (hartree)
1,-156484.84649
2,-11763.58183